No. 1
Below is the molecule C4H12N4O, with properties calculated with ωB97M-V/def2-TZVPD.

Properties
HOMO energy (spin up / spin down), eV: -6.76 / -6.77
Largest force on an atom, eV Å⁻¹: 2.061
ΔE to the lowest compared entry with this formula, charge and spin, kJ/mol: 513.3
LUMO (spin up / spin down), eV: -0.9844 / -0.9814
Electronic energy, eV: -12345.987

Last columns: bonded neighbours and bond lengths (Å).
Element x y z (Å)
1 C -1.630 0.526 -1.801  H2 1.098, N4 1.445, H9 1.102, H14 1.093
2 H -2.530 -0.095 -1.692  C1 1.098
3 H 1.448 0.302 2.435  N16 1.015
4 N -0.463 -0.034 -1.159  C1 1.445, C8 1.372
5 O -1.224 -1.501 0.514  C8 1.428, H12 0.968
6 H -0.483 1.663 1.086  C13 1.089
7 H 0.853 -1.234 2.461  N16 1.015
8 C -0.534 -0.295 0.186  N4 1.372, O5 1.428, C13 1.526, C17 1.814
9 H -1.891 1.521 -1.407  C1 1.102
10 H 2.722 1.035 -1.698  N21 1.014
11 H 2.189 -0.670 -1.592  N21 1.022
12 H -1.082 -2.109 -0.225  O5 0.968
13 C -1.087 0.758 1.143  H6 1.089, C8 1.526, H15 1.091, H19 1.090
14 H -1.420 0.661 -2.864  C1 1.093
15 H -1.115 0.379 2.166  C13 1.091
16 N 1.514 -0.614 2.003  H3 1.015, H7 1.015, C17 1.428
17 C 1.214 -0.535 0.609  C8 1.814, N16 1.428, H18 1.099, N20 1.393
18 H 1.408 -1.515 0.151  C17 1.099
19 H -2.119 0.987 0.879  C13 1.090
20 N 1.838 0.534 -0.028  C17 1.393, N21 1.299
21 N 2.391 0.237 -1.166  H10 1.014, H11 1.022, N20 1.299

No. 2
Below is a cluster of 2 separate species, C4H12N4O2 in total, with properties calculated with ωB97M-V/def2-TZVPD.

Properties
HOMO energy, eV: -7.62
Largest force on an atom, eV Å⁻¹: 2.842
ΔE to the lowest compared entry with this formula, charge and spin, kJ/mol: 378.9
LUMO, eV: 0.8233
SMILES: C=C(N)NN.CC(=O)ON
Electronic energy, eV: -14394.875

Last columns: bonded neighbours and bond lengths (Å).
Element x y z (Å)
1 O 1.661 1.540 -1.073  C22 1.228
2 N -1.751 1.809 -0.016  H12 1.021, H13 1.025, O16 1.456
3 H -2.392 -1.920 0.771  C7 1.085
4 C 0.791 2.088 1.075  H9 1.089, H15 1.093, H17 1.094, C22 1.504
5 N 0.871 -1.276 0.187  N11 1.401, C14 1.404, H18 1.019
6 H -1.118 -1.286 1.958  C7 1.083
7 C -1.369 -1.611 0.956  H3 1.085, H6 1.083, C14 1.341
8 H 0.021 -2.525 -1.619  N10 1.025
9 H -0.123 2.017 1.663  C4 1.089
10 N -0.826 -2.050 -1.293  H8 1.025, C14 1.378, H21 1.016
11 N 1.812 -1.492 -0.828  N5 1.401, H19 1.022, H20 1.030
12 H -2.331 2.354 -0.657  N2 1.021
13 H -2.235 0.912 0.081  N2 1.025
14 C -0.482 -1.565 -0.049  N5 1.404, C7 1.341, N10 1.378
15 H 1.109 3.134 1.053  C4 1.093
16 O -0.639 1.432 -0.876  N2 1.456, C22 1.433
17 H 1.542 1.483 1.592  C4 1.094
18 H 1.138 -1.083 1.152  N5 1.019
19 H 2.745 -1.647 -0.440  N11 1.022
20 H 1.910 -0.634 -1.390  N11 1.030
21 H -1.013 -1.266 -1.911  N10 1.016
22 C 0.679 1.585 -0.337  O1 1.228, C4 1.504, O16 1.433

No. 3
Below is a cluster of 2 separate species, C4H12N4O2 in total, with properties calculated with ωB97M-V/def2-TZVPD.

Properties
HOMO energy (spin up / spin down), eV: -16.26 / -15.19
Largest force on an atom, eV Å⁻¹: 5.023
ΔE to the lowest compared entry with this formula, charge and spin, kJ/mol: 578.0
LUMO (spin up / spin down), eV: -8.4720 / -9.2146
Total charge: +2
Electronic energy, eV: -14371.404

Last columns: bonded neighbours and bond lengths (Å).
Element x y z (Å)
1 H -1.936 1.747 -1.869  C8 1.029
2 C 2.290 -1.158 -0.264  H7 1.142, C15 1.497, H20 1.054, O21 1.435
3 H -0.492 1.540 1.830  N10 1.049
4 N -0.676 0.159 0.443  O9 1.397, N10 1.398
5 H -2.247 2.832 0.176  C16 1.018
6 H -2.129 1.162 1.522  N10 0.978
7 H 2.227 -0.026 -0.395  C2 1.142
8 C -1.069 1.747 -1.314  H1 1.029, O9 1.401, C16 1.570, H19 1.046
9 O -0.786 0.432 -0.922  N4 1.397, C8 1.401
10 N -1.228 1.233 1.148  H3 1.049, N4 1.398, H6 0.978, C16 1.614
11 H 0.294 -3.446 -0.795  N13 1.039
12 H -0.565 -2.003 1.214  N18 1.145
13 N 0.397 -2.422 -0.646  H11 1.039, H17 1.142, N18 1.429, O21 1.380
14 H -0.496 3.085 0.378  C16 1.088
15 C 1.465 -1.309 0.975  C2 1.497, N18 1.327, H22 1.137
16 C -1.315 2.435 0.076  H5 1.018, C8 1.570, N10 1.614, H14 1.088
17 H -0.339 -1.706 -1.145  N13 1.142
18 N 0.473 -2.162 0.757  H12 1.145, N13 1.429, C15 1.327
19 H -0.324 2.165 -1.917  C8 1.046
20 H 3.219 -1.576 0.007  C2 1.054
21 O 1.598 -2.012 -1.187  C2 1.435, N13 1.380
22 H 1.639 -0.715 1.929  C15 1.137